ORCA calculation (ωB97M-V with the def2-TZVPD basis set) on a 2-piece molecular cluster, C15H18O overall at a distorted geometry.

Output
SMILES: CCc1ccc(O)cc1.Cc1ccccc1
HOMO energy: -8.5983 eV
E: -657.5812 hartree
Orbital gap: 9.42 eV
Energy relative to the best compared isomer or geometry (same formula, charge and spin): 22.5 kcal/mol

```
34
Properties=species:S:1:pos:R:3:nbo_charge:R:1
C -4.6844 0.7884 0.1015 -0.611
C -3.7108 1.2961 1.1843 -0.412
C -2.4726 0.4096 1.3127 -0.029
C -1.8656 0.2634 2.5541 -0.188
C -0.5684 -0.2380 2.6106 -0.257
C -0.0535 -0.8922 1.5040 0.280
O 1.0621 -1.6832 1.6225 -0.722
C -0.6970 -0.8591 0.2690 -0.251
C -1.8771 -0.1307 0.1780 -0.214
H -4.6395 -0.2766 -0.0542 0.214
H -4.3675 1.2065 -0.8644 0.197
H -5.6661 1.2261 0.2688 0.214
H -3.4602 2.3277 0.9380 0.213
H -4.2027 1.2308 2.1589 0.201
H -2.3993 0.5668 3.4403 0.211
H -0.0002 -0.4318 3.5159 0.220
H 1.9167 -1.2412 1.5935 0.495
H -0.1700 -1.4685 -0.4557 0.228
H -2.2755 -0.0537 -0.8071 0.210
C 0.8632 0.7814 -2.2940 -0.649
C 2.1418 0.2771 -1.7003 -0.003
C 2.7459 0.7776 -0.5629 -0.226
C 3.8962 0.1756 -0.0399 -0.224
C 4.3756 -1.0118 -0.5518 -0.230
C 3.7275 -1.5876 -1.6487 -0.189
C 2.7107 -0.8829 -2.2551 -0.216
H 0.2205 1.4565 -1.7347 0.231
H 0.2536 -0.1337 -2.3174 0.220
H 0.8392 1.0187 -3.3616 0.226
H 2.3769 1.6604 -0.0510 0.214
H 4.2935 0.5709 0.8865 0.212
H 5.2834 -1.4553 -0.1763 0.215
H 4.0460 -2.5420 -2.0325 0.214
H 2.3573 -1.1454 -3.2312 0.206
```

=====

ORCA calculation (ωB97M-V with the def2-TZVPD basis set) on a 2-piece molecular cluster, C15H18O2 overall at a distorted geometry.

Output
SMILES: CCc1ccc(O)cc1.Cc1ccc(O)cc1
HOMO energy: -8.2742 eV
E: -732.8479 hartree
Orbital gap: 8.95 eV
Energy relative to the best compared isomer or geometry (same formula, charge and spin): 11.6 kcal/mol

```
35
Properties=species:S:1:pos:R:3:nbo_charge:R:1
C 3.1517 -0.7928 -1.2465 -0.604
C 2.4057 -0.5007 0.0405 -0.422
C 1.7351 0.8511 0.0723 -0.052
C 0.4995 1.0634 -0.5233 -0.188
C -0.0584 2.3313 -0.6537 -0.284
C 0.6472 3.4084 -0.1357 0.292
O 0.2016 4.7076 -0.2456 -0.678
C 1.8996 3.2521 0.4391 -0.260
C 2.4318 1.9668 0.5274 -0.184
H 2.5040 -0.9006 -2.0927 0.208
H 3.7813 -1.6873 -1.1383 0.206
H 3.8935 -0.0324 -1.4891 0.205
H 1.5891 -1.2302 0.0915 0.210
H 2.8961 -0.8139 0.9611 0.213
H -0.0632 0.2204 -0.8925 0.217
H -1.0751 2.4569 -1.0101 0.209
H -0.7054 4.7496 -0.5659 0.476
H 2.4495 4.0670 0.8933 0.223
H 3.4172 1.8732 0.9694 0.207
C -0.4530 -2.7233 2.7485 -0.627
C -1.0564 -2.3541 1.4134 -0.074
C -0.4672 -2.6707 0.2034 -0.138
C -1.0915 -2.3197 -0.9958 -0.294
C -2.3035 -1.6603 -0.9879 0.295
O -2.8123 -1.2875 -2.1994 -0.685
C -2.8917 -1.2869 0.2199 -0.286
C -2.2681 -1.6626 1.3994 -0.173
H -0.1438 -1.8544 3.3132 0.221
H 0.3682 -3.4338 2.6903 0.215
H -1.2152 -3.2703 3.3068 0.216
H 0.4533 -3.2191 0.1183 0.205
H -0.6034 -2.4786 -1.9463 0.225
H -3.7551 -1.0629 -2.1980 0.484
H -3.8581 -0.8053 0.2571 0.211
H -2.7542 -1.4236 2.3384 0.209
```

=====

ORCA calculation (ωB97M-V with the def2-TZVPD basis set) on a 5-piece molecular cluster, C15H19BF4N3O13 overall at a distorted geometry.

Output
HOMO energy: -12.6326 eV
E: -2149.5270 hartree
Net charge: +1
Orbital gap: 7.55 eV

```
55
Properties=species:S:1:pos:R:3:nbo_charge:R:1
N 3.4954 -3.1376 -1.2529 -1.102
B 3.0224 -1.7660 -0.8730 1.099
O 1.9683 -1.1031 -1.5264 -0.905
C 3.7810 -1.0676 0.3995 0.114
N 5.0127 -1.5407 0.7298 -0.468
C 5.3766 -0.7659 1.8651 -0.064
C 4.2969 0.1449 2.1500 -0.038
N 3.2593 -0.0424 1.1968 -0.469
H 3.5447 -3.6316 -0.3466 0.383
H 4.4546 -3.0691 -1.6229 0.394
H 1.1527 -1.3626 -1.0408 0.526
H 5.5562 -2.2745 0.2702 0.477
H 6.3336 -0.9003 2.4205 0.279
H 4.2213 0.8898 2.9740 0.280
H 2.3547 0.4278 1.0889 0.487
C 0.5504 -2.0828 3.9724 -0.131
C -0.0783 -0.7260 4.0064 0.437
O -0.3835 -0.4731 2.6492 -0.493
C -0.5964 -1.7005 2.0942 0.961
O -1.1277 -1.8750 1.0440 -0.573
O -0.1280 -2.7032 2.8904 -0.468
F 0.8082 0.2087 4.4291 -0.324
H 1.6212 -2.0464 3.7544 0.188
H 0.3994 -2.6312 4.9011 0.230
H -0.9908 -0.6678 4.6039 0.177
C -3.6912 -2.2950 -1.5752 -0.137
C -4.8354 -1.5780 -0.9221 0.443
O -5.9672 -2.1556 -1.5358 -0.486
C -5.5977 -3.4293 -1.8732 0.958
O -6.3571 -4.2904 -2.1618 -0.531
O -4.2435 -3.5824 -1.8267 -0.478
F -4.8135 -0.2495 -1.2134 -0.339
H -3.3937 -1.8365 -2.5218 0.203
H -2.8166 -2.3623 -0.9277 0.214
H -4.8941 -1.7162 0.1605 0.155
C 4.3098 2.1690 -2.4514 -0.135
C 5.6855 1.8769 -1.9467 0.452
O 6.0915 3.1022 -1.3774 -0.479
C 4.9400 3.7116 -0.9565 0.953
O 4.9036 4.6223 -0.2008 -0.529
O 3.8363 3.1269 -1.5101 -0.484
F 6.5234 1.5754 -2.9653 -0.316
H 4.3122 2.6118 -3.4498 0.222
H 3.6738 1.2831 -2.4626 0.199
H 5.7278 1.0889 -1.1869 0.121
C -6.5278 2.3269 -0.7346 -0.136
C -5.4671 3.1066 -1.4527 0.446
O -5.8152 4.4483 -1.1753 -0.486
C -6.4432 4.4263 0.0384 0.959
O -6.6354 5.3854 0.7088 -0.545
O -6.8128 3.1616 0.3848 -0.481
F -5.5345 2.9086 -2.7917 -0.325
H -7.4333 2.2001 -1.3328 0.208
H -6.1800 1.3481 -0.4145 0.213
H -4.4497 2.9114 -1.1031 0.146
```

=====

ORCA calculation (ωB97M-V with the def2-TZVPD basis set) on a 6-piece molecular cluster, C15H19Cl4F3O12 overall at a distorted geometry.

Output
SMILES: O=C1OC[C@@H](F)O1.O=C1OC[C@@H](F)O1.O=C1OC[C@@H](F)O1.C[C@H]1COC(=O)O1.ClCCl.ClCCl
HOMO energy: -10.9542 eV
E: -3626.2296 hartree
Orbital gap: 10.79 eV
Energy relative to the best compared isomer or geometry (same formula, charge and spin): 34.2 kcal/mol

```
53
Properties=species:S:1:pos:R:3:nbo_charge:R:1
O 0.0633 -3.0215 0.5829 -0.596
C -0.4069 -1.8959 0.6958 0.971
O -0.8595 -1.4154 1.8675 -0.463
C -1.4171 -0.1215 1.6254 -0.140
C -1.5526 -0.0732 0.1431 0.437
F -1.1964 1.1390 -0.3236 -0.324
O -0.7066 -1.0477 -0.3759 -0.482
H -2.3726 0.0716 2.1131 0.224
H -0.7042 0.5562 2.0950 0.214
H -2.5790 -0.2549 -0.1756 0.153
O -2.5239 -1.6535 -6.2578 -0.565
C -2.3318 -2.3406 -5.2300 0.967
O -2.0951 -3.6962 -5.2013 -0.481
C -2.0745 -4.1240 -3.8503 -0.126
C -1.6234 -2.8156 -3.1455 0.440
F -0.2885 -2.7302 -3.1673 -0.327
O -2.1517 -1.8426 -4.0069 -0.488
H -3.0718 -4.4099 -3.5157 0.188
H -1.4143 -4.9793 -3.7070 0.221
H -1.9337 -2.6720 -2.1105 0.169
O 5.3926 -5.6967 -1.3632 -0.579
C 4.5456 -4.8978 -1.0412 0.960
O 4.4766 -4.3310 0.1930 -0.490
C 3.3133 -3.5632 0.3384 -0.126
C 2.6927 -3.7426 -1.0807 0.439
F 2.5081 -2.5549 -1.7476 -0.337
O 3.6744 -4.4211 -1.8388 -0.458
H 2.6620 -4.0833 1.0408 0.201
H 3.6389 -2.5885 0.7015 0.212
H 1.7264 -4.2423 -1.0114 0.177
C 0.9953 3.4577 1.4947 -0.624
C 2.4649 3.8403 1.5245 0.070
C 3.3245 2.9880 0.5703 -0.095
O 3.9884 3.9332 -0.2829 -0.480
C 3.5884 5.1828 0.0086 0.976
O 3.9646 6.2064 -0.5304 -0.570
O 2.6253 5.1176 0.9842 -0.498
H 0.3315 4.1567 2.0035 0.231
H 0.9660 2.5213 2.0519 0.202
H 0.5910 3.3136 0.4928 0.222
H 2.8635 3.7335 2.5334 0.180
H 2.6302 2.3904 -0.0204 0.182
H 3.9530 2.2357 1.0469 0.199
Cl -0.5525 2.9500 5.3340 -0.024
C -2.2750 3.2411 5.0078 -0.410
Cl -2.8085 2.5271 3.5051 -0.021
H -2.9861 2.9456 5.7793 0.229
H -2.3554 4.3258 4.9366 0.224
Cl -3.5669 3.4847 0.0978 0.006
C -5.0231 2.5063 0.1687 -0.405
Cl -4.9978 1.1909 1.3575 -0.044
H -5.8404 3.1593 0.4750 0.227
H -5.2719 2.0412 -0.7851 0.229
```